The following is a quantum chemistry calculation of a molecular structure, CH12Mn2O9 in a non-equilibrium geometry, from the Open Molecules 2025 dataset.

```
24
CH12Mn2O9 | the Open Molecules 2025 dataset | ωB97M-V/def2-TZVPD
H -0.257 3.611 1.234
O -2.280 1.276 -0.275
C 0.583 -0.156 0.342
H -1.664 0.547 -0.204
H -0.141 -1.823 1.797
H -0.074 2.133 0.960
O -0.440 -0.717 -0.024
Mn 2.903 0.691 0.632
H -1.921 1.950 0.302
O 1.438 -0.703 1.007
O 0.944 0.940 -0.109
Mn -0.756 -1.948 -1.696
H 1.830 2.990 -2.202
H -3.379 -1.236 -2.375
O 1.402 2.198 -2.528
O -0.635 2.753 1.427
O 3.268 -2.885 0.904
H -1.568 -2.303 1.959
H 2.724 -3.582 1.270
H 1.117 1.738 -1.738
H -2.619 -0.017 -1.897
H 2.725 -2.099 0.968
O -0.689 -2.406 2.323
O -2.515 -0.951 -2.079
```

Results
* LUMO level (spin up / spin down): -10.343 / -10.441 eV
* HOMO level (spin up / spin down): -17.1980 / -17.1906 eV
* 2S+1: 11
* electronic energy: -3023.77503 Ha
* charge: +2
* orbital gap (spin up / spin down): 6.855 / 6.750 eV

***

The following is a quantum chemistry calculation of 5 unconnected molecules or ions with the total composition CH12N2O5 in a non-equilibrium geometry, from the Open Molecules 2025 dataset.

```
20
CH12N2O5 | the Open Molecules 2025 dataset | ωB97M-V/def2-TZVPD
H -1.422 -0.458 2.334
O 0.605 0.041 -2.659
N -2.393 0.507 0.240
H 0.717 1.163 -1.219
H 1.020 -0.767 -2.361
H -1.956 1.319 0.634
O -1.255 -1.214 -0.705
O 1.272 -1.883 -1.023
H 0.331 -2.072 -0.981
H -0.369 -0.130 -2.851
O 2.133 1.224 1.827
H 2.105 1.011 2.752
H 2.482 2.083 1.729
N -1.207 -1.019 1.515
H 1.160 1.476 0.308
C -1.610 -0.648 0.309
H -2.687 0.719 -0.713
O 0.507 1.709 -0.379
H -0.843 -1.958 1.677
H 1.410 -1.102 -0.434
```

Results
* LUMO level (spin up / spin down): -3.513 / -9.925 eV
* HOMO level (spin up / spin down): -14.9097 / -14.5047 eV
* 2S+1: 2
* electronic energy: -530.68018 Ha
* charge: +1
* orbital gap (spin up / spin down): 11.396 / 4.580 eV

***

The following is a quantum chemistry calculation of 4 unconnected molecules or ions with the total composition CH12NO3 in a non-equilibrium geometry, from the Open Molecules 2025 dataset.

```
17
CH12NO3 | the Open Molecules 2025 dataset | ωB97M-V/def2-TZVPD
O 0.659 -2.675 0.669
H 1.130 -0.110 -3.501
O 1.170 0.392 -2.681
H 0.454 1.703 2.990
H -1.219 1.773 -0.236
H -0.031 -3.318 0.925
O 0.305 1.745 2.042
H 0.502 0.062 0.488
H 2.107 0.223 -2.491
H 1.407 -3.267 0.790
H 0.063 2.641 1.807
H -1.860 0.640 1.071
N -0.287 -0.034 -0.159
H -0.524 -1.028 -0.042
H -2.342 0.402 -0.582
H 0.005 0.075 -1.139
C -1.539 0.777 0.048
```

Results
* LUMO level: -2.963 eV
* HOMO level: -15.5465 eV
* electronic energy: -325.54055 Ha
* charge: +1
* orbital gap: 12.583 eV

***

Short version: energy relative to the best compared isomer or geometry (same formula, charge and spin) = 87.8; 1.8; 15.8 kcal/mol, in the order given.